[1]
Computed, not measured: the ion C4H13N2Si with charge +1, with wB97M-V/def2-TZVPD.

Each line ends with the Löwdin charge.
Atoms and positions in Å:
C -2.34 2.09 0.97  -0.07
N -1.24 1.43 0.32  -0.07
C -1.46 0.19 -0.12  -0.15
C -0.51 -0.67 -0.59  -0.16
N 1.00 -0.42 -0.53  -0.23
C 1.44 -1.16 -1.72  -0.10
Si 1.55 -1.39 1.03  0.79
H -3.29 1.65 0.65  0.09
H -2.34 3.17 0.81  0.09
H -2.16 1.79 2.06  0.12
H -0.37 1.86 0.54  0.13
H -2.47 -0.11 -0.38  0.14
H -0.75 -1.71 -0.72  0.10
H 1.21 0.58 -0.62  0.15
H 0.78 -1.95 -1.96  0.08
H 1.32 -0.50 -2.61  0.13
H 2.45 -1.49 -1.76  0.08
H 2.97 -1.03 0.91  -0.04
H 0.78 -2.60 1.07  -0.04
H 1.03 -0.85 2.39  -0.04

The calculation puts the LUMO energy at -0.120 hartree. Its HOMO-LUMO gap is 0.3287 hartree. The calculation puts the energy above the lowest of the compared OMol25 structures with the same formula, charge and spin at 322.6 kJ/mol. The calculation puts the electronic energy at -558.88176 Eh. Its highest occupied orbital energy is -12.22 eV. The net charge is +1.

***

[2]
Computed, not measured: a cluster of 2 separate species, C4H13N3 in total, with wB97M-V/def2-TZVPD.

Each line ends with the Löwdin charge.
Atoms and positions in Å:
C -0.17 -1.14 1.21  -0.50
C 0.34 0.32 1.07  -0.25
C -0.60 1.22 0.22  -0.36
N -1.95 1.23 0.74  -0.05
N -1.41 -1.21 1.92  -0.20
C 1.30 -0.45 -2.15  -0.23
N 1.55 0.83 -1.55  0.03
H 0.65 -1.72 1.70  0.07
H -0.22 -1.54 0.15  0.06
H 1.33 0.36 0.66  0.05
H 0.29 0.73 2.08  0.09
H -0.55 0.77 -0.79  0.05
H -0.13 2.21 0.14  0.08
H -2.13 0.31 1.20  -0.01
H -2.62 1.38 0.00  0.03
H -1.58 -2.14 2.31  -0.09
H 1.75 -1.25 -1.52  0.09
H 1.62 -0.56 -3.20  0.06
H 0.23 -0.66 -2.14  0.06
H 2.29 1.31 -2.05  0.03

The calculation puts the LUMO energy (alpha / beta) at 0.130 / 0.099 hartree. Its HOMO-LUMO gap (alpha / beta) is 0.1759 / 0.1436 hartree. The calculation puts the energy above the lowest of the compared OMol25 structures with the same formula, charge and spin at 219.0 kJ/mol. The calculation puts the electronic energy at -324.32673 Eh. Its highest occupied orbital energy (alpha / beta) is -1.24 / -1.22 eV. The net charge is -1. Its spin multiplicity is 2.

***

[3]
Computed, not measured: the ion C4H13N3 with charge -1, with wB97M-V/def2-TZVPD.

Each line ends with the Löwdin charge.
Atoms and positions in Å:
N -1.46 1.36 0.64  -0.07
C -1.01 0.42 1.71  -0.53
C 0.51 0.39 1.62  -0.34
N 0.95 -0.62 0.59  -0.09
C 1.44 -0.56 -0.80  -0.27
C 0.49 -0.93 -1.94  -0.34
N -0.73 -0.17 -1.84  -0.02
H -1.07 2.27 0.90  0.00
H -2.45 1.61 0.71  -0.01
H -1.30 0.79 2.70  0.00
H -1.47 -0.53 1.48  0.05
H 1.10 0.19 2.50  0.04
H 0.82 1.38 1.30  0.08
H 1.22 -1.49 0.99  0.05
H 2.45 -0.98 -0.75  0.09
H 1.67 0.51 -0.95  0.10
H 0.28 -2.02 -1.92  0.09
H 0.93 -0.73 -2.92  0.09
H -1.32 -0.47 -2.62  0.05
H -1.29 -0.19 -1.01  0.01

The calculation puts the LUMO energy (alpha / beta) at 0.144 / 0.138 hartree. Its HOMO-LUMO gap (alpha / beta) is 0.0881 / 0.3072 hartree. The calculation puts the energy above the lowest of the compared OMol25 structures with the same formula, charge and spin at 132.6 kJ/mol. The calculation puts the electronic energy at -324.35964 Eh. Its highest occupied orbital energy (alpha / beta) is 1.52 / -4.62 eV. The net charge is -1. Its spin multiplicity is 2.

***

[4]
Computed, not measured: a structure of composition C4H13N3, with wB97M-V/def2-TZVPD.

Each line ends with the Löwdin charge.
Atoms and positions in Å:
C -0.22 -0.43 0.51  -0.37
C 0.80 0.14 -0.33  -0.29
C -1.53 0.81 -0.15  -0.20
C 1.40 1.49 0.01  -0.09
N -0.72 -1.71 0.27  0.03
N 2.05 -1.17 0.14  -0.01
N -2.79 0.17 -0.25  -0.04
H -0.12 -0.21 1.57  0.13
H 0.68 -0.06 -1.40  0.12
H -0.62 -2.01 -0.70  0.08
H -0.28 -2.39 0.88  0.08
H 2.58 -1.39 -0.70  0.00
H 2.73 -0.74 0.78  0.01
H -2.99 -0.37 0.58  0.07
H -2.82 -0.46 -1.05  0.06
H -1.52 1.53 0.67  0.08
H -1.31 1.33 -1.08  0.09
H 2.43 1.53 -0.35  0.07
H 1.41 1.64 1.08  0.08
H 0.85 2.30 -0.46  0.07

The calculation puts the LUMO energy at 0.040 hartree. Its HOMO-LUMO gap is 0.3191 hartree. The calculation puts the energy above the lowest of the compared OMol25 structures with the same formula, charge and spin at 269.5 kJ/mol. The calculation puts the electronic energy at -324.37228 Eh. Its highest occupied orbital energy is -7.59 eV. The net charge is 0.

***

[5]
Computed, not measured: an isolated molecule of C4H13N3, with wB97M-V/def2-TZVPD.

Each line ends with the Löwdin charge.
Atoms and positions in Å:
N 1.08 -1.13 0.86  -0.01
C 0.14 -1.98 0.13  -0.27
C -0.37 -1.27 -1.12  -0.25
N -0.91 0.06 -1.05  -0.08
C -0.05 1.23 -0.95  -0.22
C -0.12 2.06 0.39  -0.27
N -0.63 1.28 1.50  -0.02
H 1.74 -0.66 0.26  0.07
H 1.60 -1.56 1.61  0.07
H 0.61 -2.89 -0.27  0.10
H -0.63 -2.28 0.82  0.10
H -1.17 -1.90 -1.53  0.11
H 0.42 -1.28 -1.88  0.11
H -1.71 0.15 -0.44  0.11
H -0.36 1.95 -1.72  0.10
H 0.99 0.95 -1.13  0.10
H -0.77 2.92 0.18  0.09
H 0.88 2.46 0.57  0.09
H -0.44 0.29 1.37  0.02
H -0.29 1.60 2.39  0.06

The calculation puts the LUMO energy at 0.039 hartree. Its HOMO-LUMO gap is 0.3437 hartree. The calculation puts the energy above the lowest of the compared OMol25 structures with the same formula, charge and spin at 103.7 kJ/mol. The calculation puts the electronic energy at -324.43545 Eh. Its highest occupied orbital energy is -8.29 eV. The net charge is 0.

***

[6]
Computed, not measured: a cluster of 2 separate species, C4H13N3 in total, with wB97M-V/def2-TZVPD.

Each line ends with the Löwdin charge.
Atoms and positions in Å:
C 0.87 1.73 0.64  0.11
C 1.54 -0.55 1.41  0.00
C -0.86 -0.67 -2.62  0.02
C -1.24 -1.17 0.92  0.02
N -0.09 2.34 0.03  0.33
N 0.54 0.40 0.99  -0.08
N -0.67 0.03 0.59  0.12
H 1.88 1.96 0.85  0.18
H 2.63 -0.18 1.59  0.15
H 1.77 -1.39 0.77  0.12
H 1.33 -0.98 2.50  0.17
H -1.64 -0.07 -3.01  0.04
H -0.03 -0.29 -3.17  0.03
H -0.75 -1.66 -2.77  0.01
H -2.10 -1.12 0.37  0.09
H -0.65 -2.09 0.97  0.15
H -1.24 -1.24 2.16  0.26
H 0.10 3.28 -0.30  0.19
H -0.94 1.90 -0.16  0.12
H -0.45 -0.23 -1.75  -0.03

The calculation puts the LUMO energy at -0.448 hartree. Its HOMO-LUMO gap is 0.2579 hartree. The calculation puts the energy above the lowest of the compared OMol25 structures with the same formula, charge and spin at 731.1 kJ/mol. The calculation puts the electronic energy at -323.61451 Eh. Its highest occupied orbital energy is -19.21 eV. The net charge is +2.

***

[7]
Computed, not measured: the ion C4H13N3 with charge +2, with wB97M-V/def2-TZVPD.

Each line ends with the Löwdin charge.
Atoms and positions in Å:
N 1.81 2.69 -0.12  0.20
C 1.10 2.27 -1.12  -0.13
N 0.39 1.15 -1.18  0.06
C 0.79 0.01 -0.35  -0.16
C -0.20 -0.49 0.76  -0.22
C -1.49 -0.96 0.38  -0.18
N -1.48 -2.50 0.49  0.17
H 2.56 3.40 -0.15  0.17
H 2.05 2.28 0.77  0.14
H 0.76 3.04 -1.98  0.23
H -0.18 1.03 -2.06  0.20
H 1.05 -1.03 -0.87  0.18
H 1.66 0.25 0.26  0.11
H -0.30 0.38 1.62  0.19
H 0.33 -1.33 1.46  0.17
H -2.35 -0.74 1.05  0.15
H -1.88 -0.54 -0.54  0.14
H -2.22 -2.94 1.22  0.24
H -0.59 -2.93 0.73  0.15
H -1.79 -3.02 -0.37  0.19

The calculation puts the LUMO energy at -0.257 hartree. Its HOMO-LUMO gap is 0.4286 hartree. The calculation puts the energy above the lowest of the compared OMol25 structures with the same formula, charge and spin at 239.9 kJ/mol. The calculation puts the electronic energy at -323.80161 Eh. Its highest occupied orbital energy is -18.65 eV. The net charge is +2.

***

[8]
Computed, not measured: a cluster of 3 separate species, C4H13N3 in total, with wB97M-V/def2-TZVPD.

Each line ends with the Löwdin charge.
Atoms and positions in Å:
C 3.25 -0.45 1.33  -0.18
C 3.89 0.78 0.46  -0.08
C 3.31 0.44 -1.03  0.03
N -5.37 0.62 -0.27  0.18
C -4.39 -0.43 -0.53  -0.11
N -3.11 -0.18 -0.46  0.43
N 1.98 -0.92 0.71  0.31
H 4.00 -1.23 1.67  0.15
H 2.98 0.08 2.31  0.20
H 4.97 0.82 0.51  0.11
H 3.51 1.71 0.92  0.12
H 3.98 0.16 -1.87  0.13
H 2.58 1.13 -1.31  0.07
H -6.32 0.39 0.05  0.15
H -5.07 1.58 -0.04  0.15
H -4.84 -1.36 -0.99  0.21
H -0.68 0.50 -1.35  0.01
H -0.52 -0.21 -1.38  0.00
H 1.95 -2.00 0.89  0.16
H 2.60 -0.19 -0.64  -0.03

The calculation puts the LUMO energy at -0.449 hartree. Its HOMO-LUMO gap is 0.2493 hartree. The calculation puts the energy above the lowest of the compared OMol25 structures with the same formula, charge and spin at 1245.2 kJ/mol. The calculation puts the electronic energy at -323.41870 Eh. Its highest occupied orbital energy is -19.00 eV. The net charge is +2.

***

[9]
Computed, not measured: the ion C4H13N3 with charge +2, with wB97M-V/def2-TZVPD.

Each line ends with the Löwdin charge.
Atoms and positions in Å:
N -2.71 -1.02 -0.62  0.06
C -1.57 -0.47 0.02  -0.09
C -0.37 -0.60 -0.54  -0.21
N -0.39 -1.12 -1.93  0.24
C 0.92 0.09 -0.16  -0.12
C 0.71 0.92 1.11  -0.09
N 2.09 1.32 1.73  0.21
H -3.27 -0.34 -1.11  0.12
H -3.22 -1.69 -0.06  0.11
H -1.73 0.18 0.87  0.13
H -1.14 -1.82 -2.06  0.17
H 0.45 -1.65 -2.19  0.19
H -0.57 -0.36 -2.60  0.19
H 1.29 0.66 -1.00  0.14
H 1.70 -0.63 0.12  0.14
H 0.32 1.91 0.89  0.15
H 0.26 0.35 1.91  0.14
H 2.85 0.65 1.56  0.18
H 2.44 2.19 1.32  0.18
H 1.95 1.43 2.73  0.17

The calculation puts the LUMO energy at -0.249 hartree. Its HOMO-LUMO gap is 0.3938 hartree. The calculation puts the energy above the lowest of the compared OMol25 structures with the same formula, charge and spin at 155.6 kJ/mol. The calculation puts the electronic energy at -323.83372 Eh. Its highest occupied orbital energy is -17.50 eV. The net charge is +2.

***

[10]
Computed, not measured: a cluster of 2 separate species, C4H13N3 in total, with wB97M-V/def2-TZVPD.

Each line ends with the Löwdin charge.
Atoms and positions in Å:
C -1.40 -1.14 -1.40  -0.13
C -0.62 -0.68 -0.13  -0.21
C -0.49 0.67 -0.51  0.09
N 2.77 1.69 2.43  0.18
C 1.73 2.01 1.67  -0.25
N 1.30 1.26 0.65  0.03
N -1.76 -2.61 -1.23  0.23
H -0.84 -1.02 -2.35  0.16
H -2.27 -0.57 -1.48  0.13
H 0.39 -1.30 0.01  0.19
H -1.31 -0.91 0.74  0.16
H 0.17 0.93 -1.37  0.13
H -1.17 1.53 -0.34  0.14
H 2.71 2.44 3.31  0.23
H 3.70 1.49 2.12  0.14
H 1.17 3.08 1.75  0.20
H 1.57 1.91 -0.02  0.05
H -2.54 -2.73 -0.59  0.19
H -2.16 -2.83 -2.11  0.15
H -0.94 -3.23 -1.14  0.20

The calculation puts the LUMO energy at -0.327 hartree. Its HOMO-LUMO gap is 0.2850 hartree. The calculation puts the energy above the lowest of the compared OMol25 structures with the same formula, charge and spin at 569.2 kJ/mol. The calculation puts the electronic energy at -323.67619 Eh. Its highest occupied orbital energy is -16.66 eV. The net charge is +2.

***

Question: Among the records above, which one has the lowest electronic energy?
Answer: C4H13N2Si

***

Question: Number 10 is which compound?
Answer: C4H13N3

***

Please write out number 2 again, unchanged.
Computed, not measured: a cluster of 2 separate species, C4H13N3 in total, with wB97M-V/def2-TZVPD.

Each line ends with the Löwdin charge.
Atoms and positions in Å:
C -0.17 -1.14 1.21  -0.50
C 0.34 0.32 1.07  -0.25
C -0.60 1.22 0.22  -0.36
N -1.95 1.23 0.74  -0.05
N -1.41 -1.21 1.92  -0.20
C 1.30 -0.45 -2.15  -0.23
N 1.55 0.83 -1.55  0.03
H 0.65 -1.72 1.70  0.07
H -0.22 -1.54 0.15  0.06
H 1.33 0.36 0.66  0.05
H 0.29 0.73 2.08  0.09
H -0.55 0.77 -0.79  0.05
H -0.13 2.21 0.14  0.08
H -2.13 0.31 1.20  -0.01
H -2.62 1.38 0.00  0.03
H -1.58 -2.14 2.31  -0.09
H 1.75 -1.25 -1.52  0.09
H 1.62 -0.56 -3.20  0.06
H 0.23 -0.66 -2.14  0.06
H 2.29 1.31 -2.05  0.03

The calculation puts the LUMO energy (alpha / beta) at 0.130 / 0.099 hartree. Its HOMO-LUMO gap (alpha / beta) is 0.1759 / 0.1436 hartree. The calculation puts the energy above the lowest of the compared OMol25 structures with the same formula, charge and spin at 219.0 kJ/mol. The calculation puts the electronic energy at -324.32673 Eh. Its highest occupied orbital energy (alpha / beta) is -1.24 / -1.22 eV. The net charge is -1. Its spin multiplicity is 2.